C6H6N2O2 | the ωB97M-V functional and the def2-TZVPD basis

Results
- Maximum force: 5.1 eV/Å
- Energy relative to the best compared isomer or geometry (same formula, charge and spin): 74.3 kcal per mole
- SMILES: O=c1cc[nH]c(=O)[nH]1.C#C
- Kohn-Sham gap: 9.99 eV
- E_tot: -13391.407 eV
- Highest occupied orbital energy: -9.7 eV

Atoms and positions in Å:
O 1.1403 -1.5833 -1.6258
C 1.0238 -1.0515 -0.5211
C 1.6610 -1.4311 0.6917
C 1.3243 -0.8130 1.8379
N 0.4759 0.3545 1.8613
C -0.3141 0.6933 0.7238
O -1.1846 1.5900 0.5885
N 0.0813 0.0400 -0.4449
H 2.4687 -2.2218 0.5632
H 1.7773 -0.7921 2.7826
H 0.2640 0.8121 2.7559
H -0.4050 0.3006 -1.3581
C -1.6466 1.4186 -1.9716
C -2.6121 0.7092 -1.8493
H -0.6005 1.7184 -2.3746
H -3.4538 0.2562 -1.6596

Mulliken population analysis, charges in e, atoms 1 to 6:
1. O -0.637
2. C 0.480
3. C -0.486
4. C -0.201
5. N -0.137
6. C 0.327

C2H4N2OS2 | the ωB97M-V functional and the def2-TZVPD basis

Results
- Maximum force: 2.6 eV/Å
- Energy relative to the best compared isomer or geometry (same formula, charge and spin): 75.6 kcal per mole
- SMILES: C=NSC(=S)NO
- Kohn-Sham gap: 8.81 eV
- E_tot: -28833.804 eV
- Highest occupied orbital energy: -8.6 eV

Atoms and positions in Å:
C 2.3834 -1.7788 0.5996
N 1.4652 -1.1590 -0.0454
S 0.7381 0.1117 0.9000
C -0.5700 0.6329 -0.2425
S -0.9427 2.1656 -0.5340
N -1.3300 -0.3648 -0.8197
O -1.2701 -1.6202 -0.3419
H 2.5657 -1.5509 1.6971
H 2.9111 -2.5765 0.1042
H -2.0675 -0.1303 -1.4536
H -1.8013 -1.6749 0.4447

Mulliken population analysis, charges in e, atoms 1 to 6:
1. C -0.214
2. N -0.259
3. S 0.030
4. C 0.302
5. S -0.354
6. N -0.147

CH7O5 | the ωB97M-V functional and the def2-TZVPD basis

Results
- Total charge: -1
- Maximum force: 1.8 eV/Å
- Energy relative to the best compared isomer or geometry (same formula, charge and spin): 14.7 kcal per mole
- Kohn-Sham gap: 9.60 eV
- E_tot: -11390.248 eV
- Highest occupied orbital energy: -5.7 eV

Atoms and positions in Å:
O -0.0071 -0.3638 0.5812
C -0.7445 -1.3563 0.2646
O -1.9757 -1.3584 0.1097
H -0.1925 -2.2989 0.3161
H -1.9383 -0.0225 -1.3268
H -0.6533 0.4312 -1.1297
O -1.3852 0.6455 -1.7445
H -0.5148 1.9989 0.1152
H 0.9561 2.5868 0.1817
O 0.0242 2.7953 0.0652
H 2.8867 -0.8304 0.7340
H 1.3650 -0.8245 0.7794
O 2.1793 -1.4028 1.0537

Mulliken population analysis, charges in e, atoms 1 to 6:
1. O -0.698
2. C 0.050
3. O -0.683
4. H 0.304
5. H 0.387
6. H 0.342

C10H15NO2 | the ωB97M-V functional and the def2-TZVPD basis

Results
- Maximum force: 3.6 eV/Å
- Energy relative to the best compared isomer or geometry (same formula, charge and spin): 136.6 kcal per mole
- SMILES: CC1=CC(C)(C)[C@@](C)([N+](=O)[O-])C=C1
- Kohn-Sham gap: 9.06 eV
- E_tot: -16193.168 eV
- Highest occupied orbital energy: -8.6 eV

Atoms and positions in Å:
C -3.2313 0.7050 0.2204
C -1.7357 0.6334 -0.0994
C -1.1009 -0.5294 -0.1975
C 0.3782 -0.7528 -0.4165
C 0.9506 -2.2258 -0.0809
C 0.4829 -0.4642 -1.9056
C 1.1268 0.3545 0.4400
C 0.7921 0.2345 1.8991
N 2.6064 0.3288 0.0709
O 2.7929 0.5807 -1.1257
O 3.4652 0.1319 0.8703
C 0.4915 1.6774 0.0550
C -0.8489 1.8148 -0.1982
H -3.8663 1.0518 -0.6336
H -3.4145 1.2702 1.2188
H -3.6194 -0.2348 0.4475
H -1.7214 -1.4741 -0.3831
H 1.9437 -2.1239 -0.5569
H 0.3633 -3.2206 -0.3617
H 1.0737 -2.4366 1.0477
H 1.4336 -0.8430 -2.3830
H 0.5104 0.6317 -2.0288
H -0.4423 -0.9174 -2.4053
H 1.0673 -0.6717 2.3810
H -0.2766 0.1148 2.0311
H 1.1028 0.9420 2.5501
H 1.0998 2.6409 -0.1170
H -1.4238 2.7815 -0.3388

Mulliken population analysis, charges in e, atoms 1 to 6:
1. C -1.523
2. C 0.766
3. C -1.021
4. C 1.401
5. C -1.367
6. C -1.476

Please write out number 3 again, unchanged.
CH7O5 | the ωB97M-V functional and the def2-TZVPD basis

Results
- Total charge: -1
- Maximum force: 1.8 eV/Å
- Energy relative to the best compared isomer or geometry (same formula, charge and spin): 14.7 kcal per mole
- Kohn-Sham gap: 9.60 eV
- E_tot: -11390.248 eV
- Highest occupied orbital energy: -5.7 eV

Atoms and positions in Å:
O -0.0071 -0.3638 0.5812
C -0.7445 -1.3563 0.2646
O -1.9757 -1.3584 0.1097
H -0.1925 -2.2989 0.3161
H -1.9383 -0.0225 -1.3268
H -0.6533 0.4312 -1.1297
O -1.3852 0.6455 -1.7445
H -0.5148 1.9989 0.1152
H 0.9561 2.5868 0.1817
O 0.0242 2.7953 0.0652
H 2.8867 -0.8304 0.7340
H 1.3650 -0.8245 0.7794
O 2.1793 -1.4028 1.0537

Mulliken population analysis, charges in e, atoms 1 to 6:
1. O -0.698
2. C 0.050
3. O -0.683
4. H 0.304
5. H 0.387
6. H 0.342